This record from OMol25 describes a single C3H3ClS3 molecule at a distorted geometry. The level of theory is wB97M-V/def2-TZVPD.

Properties
- HOMO: -8.951 eV
- SMILES string: S=C(S)C(=S)CCl
- Kohn-Sham gap: 7.96 eV

```
10
Properties=species:S:1:pos:R:3:forces:R:3
C 0.697574 -0.895481 -0.253299 -0.90 0.64 1.31
C -0.719404 -0.290570 -0.128880 0.31 0.67 -0.92
C -0.911927 1.238459 -0.028971 -0.03 -1.16 -1.87
H 2.525062 -1.612274 1.098339 -0.35 0.27 -0.26
H -1.971714 1.498488 -0.232928 0.89 -0.16 -0.08
H -0.655820 1.511049 0.936570 0.40 0.68 2.01
S 1.380807 -0.924576 1.337679 0.23 -0.04 0.85
S 1.433515 -1.446289 -1.542447 0.03 -0.25 -1.25
S -2.017720 -1.218810 -0.100343 -0.10 -0.46 0.07
Cl 0.239626 2.140005 -1.085720 -0.48 -0.19 0.15
```
Forces are in eV/Å.

***

This record from OMol25 describes a single C4H9N3 molecule at a distorted geometry. The level of theory is wB97M-V/def2-TZVPD.

Properties
- HOMO (alpha / beta): -6.695 / -6.694 eV
- Kohn-Sham gap (alpha / beta): 7.42 / 7.42 eV

```
16
Properties=species:S:1:pos:R:3:forces:R:3
C 1.194052 -0.075640 -0.387322 -0.47 -2.54 -0.16
C 0.811002 0.734391 -1.604145 -0.51 -0.15 0.18
C -0.557475 0.693754 1.533365 1.83 1.40 0.50
N -1.468354 1.595342 1.910641 -0.65 -0.44 0.03
C -0.274204 -2.281567 -0.164646 0.78 0.97 0.06
N -0.972667 -0.340208 0.853971 -2.47 -0.65 0.15
N -0.093586 -1.038471 0.178418 2.15 1.76 -0.78
H -2.469186 1.488191 1.750612 0.08 -0.08 -0.02
H -1.194699 2.351809 2.516946 0.05 -0.26 -0.19
H 1.898832 -0.869693 -0.633528 0.07 0.02 -0.21
H 1.642876 0.521550 0.404742 -0.85 -0.29 0.32
H -1.080472 -2.855767 0.259079 -0.26 0.28 0.00
H 0.411318 -2.731852 -0.859077 0.22 0.03 -0.01
H 1.708519 1.077065 -2.125107 0.02 -0.03 0.18
H 0.209893 1.599172 -1.329562 0.02 0.02 0.02
H 0.234149 0.131927 -2.304389 0.00 -0.01 -0.07
```
Forces are in eV/Å.

***

This record from OMol25 describes a gas-phase ion, C24H23BrN4O3PS2 (charge +1) at a distorted geometry. The level of theory is wB97M-V/def2-TZVPD.

Properties
- HOMO: -9.972 eV
- SMILES string: O=P(O)(O)[n+]1c(Br)nn(CCCSC(=S)N(c2ccccc2)c2ccccc2)c1-c1ccccc1
- Kohn-Sham gap: 5.08 eV
- Total charge: +1

```
58
Properties=species:S:1:pos:R:3:forces:R:3
O 3.709741 0.927062 3.638515 -3.30 -5.55 -2.00
P 2.882518 -0.383432 3.277897 2.31 5.39 5.60
O 3.320471 -1.655841 4.429674 -3.01 1.45 -4.31
O 1.184384 -0.057788 3.562680 2.85 -2.02 -3.18
N 3.247298 -0.808324 1.582248 0.26 -1.89 -4.13
C 3.491307 -2.198995 1.038253 0.57 1.15 -4.43
Br 3.500574 -3.983769 1.948051 -0.11 2.88 -1.14
N 3.769924 -2.188075 -0.452162 -1.53 3.17 6.97
N 3.675768 -0.812982 -0.759587 -0.31 1.66 3.59
C 3.908356 -0.496401 -2.231453 -0.91 0.07 -1.95
C 2.556965 -0.995202 -3.030883 -0.72 0.36 -0.94
C 1.217787 -0.097121 -2.585546 0.93 0.75 0.65
S -0.265382 -1.171612 -2.980498 -0.54 0.82 1.14
C -1.878929 -0.356261 -2.370878 -1.58 1.80 -1.35
S -2.863281 0.291681 -3.643860 2.24 -1.49 2.95
N -2.282158 -0.232525 -0.919955 -1.54 -2.78 -1.46
C -3.694848 0.275558 -0.735887 -4.83 3.04 1.21
C -3.883287 1.790089 -0.092533 -2.28 -1.24 -0.48
C -5.327691 2.507799 0.234305 0.45 -4.41 -1.91
C -6.686861 1.663016 -0.136876 3.71 -1.56 -0.59
C -6.574943 0.139117 -0.798830 3.68 1.89 0.92
C -5.077502 -0.552248 -1.070532 -0.32 3.32 1.34
C -2.229961 -1.544103 -0.171265 0.50 -3.84 3.55
C -2.176542 -1.426425 1.495804 0.09 -2.96 -0.57
C -2.153723 -2.725567 2.508536 -0.03 -0.43 -4.87
C -2.148062 -4.240002 1.838395 -0.13 4.01 -2.45
C -2.203224 -4.379648 0.178859 0.03 3.04 2.08
C -2.267798 -3.050287 -0.814736 0.32 0.99 3.55
C 3.352535 0.132178 0.402010 0.62 -2.14 -1.63
C 3.147256 1.781231 0.314060 -1.01 3.35 0.11
C 1.940776 2.545720 1.177901 2.16 2.26 -2.09
C 1.737780 4.202759 1.069443 2.78 -1.14 -2.00
C 2.705611 5.150729 0.130212 1.03 -4.82 -0.19
C 3.871360 4.401685 -0.748031 -2.24 -2.55 2.49
C 4.069120 2.776155 -0.642155 -2.14 1.13 1.49
H 2.584927 -2.341392 4.285939 1.38 0.88 0.68
H 0.699225 -0.273348 2.698249 0.42 0.24 1.64
H 4.022977 0.652763 -2.458867 -0.20 -2.38 1.02
H 4.855714 -1.074817 -2.668905 -2.09 1.22 1.49
H 2.688572 -0.789423 -4.188726 0.03 -0.42 2.43
H 2.353421 -2.161694 -2.941744 0.53 2.55 0.19
H 1.264594 0.189929 -1.446550 -0.16 -0.70 -2.15
H 1.161841 0.912947 -3.186221 0.20 -2.09 1.08
H -2.916190 2.440235 0.168635 -2.25 -1.76 -0.72
H -5.319769 3.592394 0.732541 -0.18 -2.78 -1.31
H -7.730645 2.140709 0.089817 2.23 -1.14 -0.57
H -7.538988 -0.499090 -1.092817 2.40 1.70 0.81
H -5.018112 -1.652823 -1.508199 -0.15 2.65 1.05
H -2.179937 -0.357965 2.026863 -0.12 -2.48 -1.53
H -2.151075 -2.566174 3.676176 -0.01 -0.35 -2.71
H -2.105798 -5.146538 2.577204 -0.14 1.78 -1.89
H -2.199926 -5.484251 -0.261881 -0.05 2.83 0.89
H -2.311699 -3.116771 -2.001590 0.10 -0.14 2.94
H 1.216161 1.944381 1.880362 1.68 1.40 -1.55
H 0.891765 4.773043 1.680745 2.01 -1.72 -1.38
H 2.633584 6.323740 0.039478 -0.10 -2.75 0.39
H 4.617545 4.993190 -1.455043 -1.85 -1.42 1.74
H 4.906473 2.272787 -1.286637 -1.70 1.19 1.47
```
Forces are in eV/Å.

***

This record from OMol25 describes a molecular structure, C50H65BrN2O8P2SSiW at a distorted geometry. The level of theory is wB97M-V/def2-TZVPD.

Properties
- HOMO (alpha / beta): -5.622 / -8.449 eV
- Spin multiplicity: 3
- Kohn-Sham gap (alpha / beta): 5.46 / 7.83 eV

```
131
Properties=species:S:1:pos:R:3:forces:R:3
W -0.978363 -0.296807 0.628532 1.08 0.40 0.27
O -2.835696 4.558314 3.995879 0.01 0.02 0.00
C -2.462146 3.560217 3.153580 0.00 -0.13 -0.07
C -3.397540 2.530644 2.800081 0.23 -0.14 -0.19
C -2.953520 1.560657 1.943985 -0.03 0.09 0.07
N -1.714671 1.533658 1.443220 -0.21 0.00 0.16
C -0.800339 2.500250 1.780487 -0.01 0.05 0.05
C -1.193653 3.554067 2.646329 -0.06 -0.05 -0.03
C 0.470781 2.263894 1.174795 0.00 0.10 0.10
O 1.460671 2.988854 1.149352 -0.16 -0.14 0.04
O 0.482105 1.034215 0.567336 0.21 0.32 -0.07
C -3.751371 0.391405 1.430232 -0.23 -0.18 -0.10
O -4.943066 0.258849 1.561724 0.50 0.07 0.00
O -2.950207 -0.451823 0.778677 -0.97 -0.06 0.09
H -3.748770 4.422974 4.270643 0.03 0.00 -0.01
H -4.414155 2.508620 3.167406 -0.02 -0.01 0.00
H -0.485781 4.325707 2.910026 0.04 0.03 0.00
C -2.532078 -3.246579 -1.287386 -0.06 0.07 0.07
Si -1.314201 -1.802596 -1.440754 -0.07 -0.34 -0.38
C 0.352537 -2.589708 -1.945740 -0.06 -0.05 0.03
C 0.396975 -3.320872 -3.140872 -0.02 0.01 0.06
C 1.494525 -4.075954 -3.508080 0.02 -0.01 0.01
C 2.594362 -4.133976 -2.664953 -0.06 0.01 -0.03
C 2.584699 -3.403906 -1.492922 0.09 0.04 -0.04
C 1.488697 -2.611874 -1.128839 0.10 0.00 0.02
P 1.565471 -1.599351 0.401155 -0.11 -0.04 -0.12
C 2.139020 -2.874037 1.667431 -0.05 0.00 -0.04
C 1.777856 -2.559588 3.123418 -0.01 -0.01 0.01
C 1.914840 -3.809266 4.009143 -0.05 -0.01 0.05
C 3.020961 -4.750363 3.525983 0.01 -0.01 -0.01
C 4.133318 -3.927027 2.899721 0.01 0.00 -0.01
C 3.639389 -3.260577 1.604984 0.00 -0.06 0.07
C 2.977884 -0.400969 0.147473 0.03 0.08 -0.04
C 4.206676 -0.841959 -0.667196 0.00 0.02 -0.03
C 5.137886 0.350713 -0.966042 -0.03 -0.02 -0.01
C 5.111618 1.420900 0.129311 0.00 0.03 0.02
C 4.829842 0.776158 1.476169 0.01 -0.05 0.02
C 3.398018 0.232606 1.499931 0.01 -0.05 0.00
C -2.030019 -0.978622 -2.993223 -0.02 -0.04 -0.05
C -2.457872 -1.726984 -4.100257 0.03 0.04 0.04
C -2.953406 -1.119203 -5.236001 0.00 0.02 0.01
C -3.044907 0.267017 -5.291018 -0.02 -0.02 0.00
C -2.676015 1.020443 -4.195525 0.02 0.02 0.04
C -2.189531 0.399872 -3.037271 0.00 0.04 -0.01
P -1.620277 1.292672 -1.558660 0.07 -0.19 0.04
C -2.900696 2.590414 -1.143681 -0.06 0.01 0.04
C -2.314535 3.951011 -0.728693 0.06 -0.05 0.00
C -3.385841 4.809668 -0.058384 -0.02 -0.02 0.02
C -4.581584 5.012577 -0.981293 0.02 0.01 -0.03
C -5.136893 3.670594 -1.444982 -0.02 -0.01 0.00
C -4.058102 2.826414 -2.123303 0.02 -0.04 -0.01
C -0.095307 2.102235 -2.200818 -0.02 0.12 0.02
C -0.267931 3.071714 -3.379090 0.01 -0.01 0.04
C 1.076537 3.713939 -3.719827 0.00 0.01 0.00
C 2.097274 2.647446 -4.100245 -0.03 -0.01 -0.03
C 2.234019 1.608454 -2.993055 0.05 -0.01 0.04
C 0.882718 1.005453 -2.632474 0.02 -0.10 0.05
H -2.050182 -4.185885 -1.568520 -0.05 0.00 -0.03
H -3.361863 -3.075093 -1.971965 0.00 0.00 -0.06
H -2.975831 -3.351238 -0.302029 0.00 0.02 0.03
H -0.452455 -3.305721 -3.806469 -0.07 -0.01 -0.04
H 1.488597 -4.624101 -4.440904 0.00 -0.02 -0.03
H 3.458100 -4.731145 -2.923334 0.03 -0.02 -0.01
H 3.462770 -3.432492 -0.867473 -0.08 0.04 -0.14
H 1.546431 -3.746993 1.368821 -0.04 0.03 0.03
H 0.761138 -2.196060 3.200207 -0.03 -0.04 -0.02
H 2.438940 -1.771493 3.493820 -0.03 -0.03 0.03
H 0.955421 -4.324450 4.051329 -0.02 0.00 -0.03
H 2.136445 -3.485094 5.028997 0.00 0.01 0.02
H 2.631439 -5.447890 2.777239 -0.01 -0.02 -0.01
H 3.392442 -5.360729 4.350199 0.00 0.00 0.01
H 5.008117 -4.539166 2.671788 0.01 0.01 0.01
H 4.463705 -3.168506 3.615578 -0.01 0.01 0.01
H 3.813063 -3.959168 0.786343 -0.03 0.01 0.14
H 4.252950 -2.386256 1.409363 -0.02 0.01 0.10
H 2.504551 0.401499 -0.423009 -0.05 -0.02 0.00
H 3.901024 -1.295277 -1.609270 -0.02 0.02 -0.01
H 4.771935 -1.603491 -0.129235 0.00 0.07 -0.12
H 4.871102 0.799569 -1.921292 -0.04 0.03 -0.09
H 6.155383 -0.032171 -1.080869 -0.01 0.00 0.00
H 4.324917 2.154882 -0.068259 -0.03 0.01 -0.01
H 6.055241 1.968376 0.142345 0.00 0.01 0.00
H 4.951448 1.495683 2.287625 0.00 -0.01 0.02
H 5.550653 -0.028397 1.658271 0.02 -0.01 -0.01
H 2.732955 1.071797 1.699530 0.01 0.01 -0.04
H 3.302128 -0.476623 2.321462 0.01 -0.02 0.02
H -2.428907 -2.807240 -4.065972 0.02 -0.06 0.01
H -3.275707 -1.719992 -6.076016 -0.01 -0.01 -0.03
H -3.423274 0.757241 -6.178283 0.00 0.00 -0.02
H -2.769054 2.091801 -4.253247 -0.01 0.05 0.03
H -3.378370 2.164477 -0.258427 0.04 0.02 -0.03
H -1.968801 4.476653 -1.619945 0.03 0.02 -0.04
H -1.450652 3.842286 -0.074219 -0.03 0.00 -0.02
H -2.956514 5.768569 0.239075 0.01 0.01 0.00
H -3.719463 4.313521 0.856240 0.00 0.01 0.02
H -4.266685 5.590632 -1.857769 -0.01 0.01 -0.01
H -5.357535 5.595765 -0.482088 -0.01 0.00 0.02
H -5.969403 3.818950 -2.136348 0.00 0.00 0.00
H -5.531903 3.118019 -0.585898 -0.01 -0.01 0.01
H -3.703137 3.366679 -3.004977 0.01 0.00 -0.03
H -4.486644 1.882489 -2.460641 0.01 -0.01 -0.02
H 0.339617 2.647955 -1.356427 0.00 -0.02 -0.01
H -1.006765 3.842180 -3.172248 -0.06 0.03 0.02
H -0.616961 2.516603 -4.253082 0.01 -0.01 0.00
H 1.436441 4.276670 -2.852570 0.01 0.02 0.01
H 0.949457 4.429199 -4.535519 0.00 0.00 0.00
H 3.064209 3.100321 -4.326664 0.02 0.01 0.02
H 1.758568 2.146971 -5.014398 0.02 0.00 -0.02
H 2.658211 2.081067 -2.100711 0.05 0.00 0.03
H 2.917483 0.814359 -3.299290 0.05 -0.03 0.00
H 0.991436 0.249283 -1.849868 0.00 0.07 -0.05
H 0.470379 0.491973 -3.507977 0.00 -0.03 0.00
Br -0.611527 0.619620 7.424071 0.01 -0.01 0.02
C -0.629518 0.227796 5.585191 -0.06 -0.02 -0.11
C -1.736177 -0.385893 5.017067 0.16 0.05 0.01
C -1.715785 -0.636797 3.661319 0.05 0.01 -0.06
N -0.676641 -0.318212 2.872814 0.04 0.15 0.27
C 0.386298 0.273319 3.442449 -0.14 -0.10 0.05
C 0.455337 0.559600 4.792625 -0.10 -0.04 -0.04
H -2.598000 -0.666777 5.601293 -0.02 -0.01 0.04
H -2.574497 -1.099496 3.189876 0.07 -0.04 0.00
H 1.222103 0.491223 2.798980 -0.02 0.02 -0.04
H 1.334989 1.036377 5.197939 0.01 0.00 0.02
C -1.364431 -4.960137 1.245229 0.03 0.00 0.07
S -1.795740 -3.432959 2.052398 0.23 0.19 0.01
O -1.247696 -3.492798 3.386607 0.09 -0.01 0.00
O -3.215007 -3.226264 1.976172 -0.10 0.00 -0.14
O -1.023926 -2.412730 1.212744 -0.26 -0.03 0.00
H -2.233088 -5.610477 1.287104 -0.03 -0.04 0.04
H -0.535098 -5.399379 1.791642 0.05 -0.01 0.02
H -1.088393 -4.767397 0.215040 0.01 -0.01 0.00
```
Forces are in eV/Å.

***

This record from OMol25 describes 2 unconnected molecules or ions with the total composition BrClH2O2Si at a distorted geometry. The level of theory is wB97M-V/def2-TZVPD.

Properties
- HOMO: -10.504 eV
- SMILES string: O=[Si](O)Cl.Br
- Kohn-Sham gap: 10.06 eV

```
7
Properties=species:S:1:pos:R:3:forces:R:3
O -1.305639 -1.968918 0.147154 0.06 -2.05 -0.33
O 0.046680 0.419259 -0.135166 0.06 -0.10 -0.23
Si -1.194579 -0.437080 -0.288879 2.06 -0.20 0.91
Cl -2.872699 0.439511 -0.785552 -1.19 -0.03 -0.31
Br 3.703807 2.282444 0.665682 1.94 0.29 0.57
H -0.795403 -2.839482 0.115008 -0.91 2.45 -0.02
H 2.417833 2.104266 0.281755 -2.03 -0.37 -0.59
```
Forces are in eV/Å.

***

This record from OMol25 describes 2 unconnected molecules or ions with the total composition CH3Cl2OPS at a distorted geometry. The level of theory is wB97M-V/def2-TZVPD.

Properties
- HOMO: -9.218 eV
- SMILES string: O=[PH](Cl)Cl.C=S
- Kohn-Sham gap: 8.52 eV

```
9
Properties=species:S:1:pos:R:3:forces:R:3
C -1.954441 -0.523728 0.330220 3.74 -0.13 -5.55
O 0.972381 0.654862 1.234570 -0.66 -0.62 -0.63
P 1.362288 0.412430 -0.166553 -2.17 2.07 1.39
S -1.493799 -2.015402 -0.180314 -0.60 1.76 0.50
Cl 2.409682 -1.200980 -0.296269 0.69 -1.17 -0.81
Cl 2.434761 1.989152 -0.649462 1.06 0.60 -0.91
H -1.642711 0.470161 -0.241525 -0.77 -2.19 1.06
H 0.330278 0.565140 -1.210809 1.12 -0.91 0.91
H -2.418439 -0.351634 1.180145 -2.42 0.60 4.05
```
Forces are in eV/Å.